[1]
Here is a structure of composition C39H47BBeN6S from the OMol25 dataset. Energies are from wB97M-V/def2-TZVPD.

max |F| = 0.698 eV Å⁻¹
highest occupied orbital energy = -7.310 eV
lowest unoccupied orbital energy = -0.490 eV

Cartesian coordinates (Å):
Be -1.123 1.100 -0.342
N -2.388 3.151 2.926
C -2.152 2.395 1.829
S -1.368 3.095 0.455
N -2.584 1.141 1.895
N -2.293 0.518 0.743
C -2.954 -0.509 0.299
C -3.955 -1.279 1.065
C -3.711 -1.599 2.403
C -4.651 -2.306 3.136
C -5.850 -2.696 2.551
C -6.104 -2.375 1.226
C -5.163 -1.674 0.487
C -2.628 -0.744 -1.119
C -3.030 -1.848 -1.866
C -2.719 -1.900 -3.211
C -1.980 -0.870 -3.782
C -1.539 0.149 -2.968
N -1.855 0.220 -1.669
H -2.340 4.147 2.824
H -3.005 2.768 3.623
H -2.780 -1.295 2.862
H -4.448 -2.549 4.171
H -6.588 -3.239 3.129
H -7.040 -2.667 0.766
H -5.384 -1.401 -0.538
H -3.569 -2.650 -1.381
H -3.035 -2.745 -3.812
H -1.723 -0.875 -4.832
H -0.903 0.940 -3.351
C 3.501 2.412 2.700
C 1.983 2.567 2.536
C 1.575 3.914 3.138
C 1.234 1.374 3.120
C 0.761 1.424 4.427
C 0.106 0.341 4.990
C -0.039 -0.825 4.259
C 0.435 -0.936 2.951
C 0.362 -2.332 2.329
C 1.727 -3.031 2.439
C -0.166 -2.453 0.900
C 1.031 0.194 2.372
N 1.464 0.162 1.007
B 0.737 0.554 -0.197
N 1.767 0.417 -1.219
C 2.978 0.004 -0.632
C 2.796 -0.142 0.690
C 1.680 0.438 -2.646
C 1.618 -0.810 -3.304
C 1.513 -0.846 -4.690
C 1.490 0.326 -5.431
C 1.590 1.540 -4.777
C 1.689 1.630 -3.385
C 1.740 3.054 -2.831
C 0.304 3.580 -2.663
C 2.556 3.279 -1.554
C 1.687 -2.132 -2.546
C 2.990 -2.870 -2.871
C 0.486 -3.037 -2.834
H 4.005 3.309 2.328
H 3.890 1.560 2.145
H 3.759 2.288 3.757
H 1.754 2.597 1.472
H 2.024 4.060 4.127
H 0.495 3.997 3.232
H 1.929 4.723 2.492
H 0.907 2.322 5.017
H -0.273 0.398 6.005
H -0.525 -1.683 4.715
H -0.332 -2.889 2.964
H 2.436 -2.602 1.727
H 1.625 -4.098 2.211
H 2.141 -2.933 3.446
H 0.524 -2.024 0.174
H -1.128 -1.949 0.796
H -0.308 -3.511 0.653
H 3.872 -0.145 -1.218
H 3.506 -0.462 1.437
H 1.460 -1.802 -5.200
H 1.411 0.290 -6.512
H 1.602 2.459 -5.357
H 2.212 3.644 -3.617
H -0.272 2.892 -2.040
H -0.198 3.667 -3.629
H 0.295 4.558 -2.170
H 2.037 2.891 -0.680
H 2.698 4.353 -1.409
H 3.537 2.805 -1.615
H 1.680 -1.922 -1.482
H 3.021 -3.158 -3.926
H 3.077 -3.778 -2.266
H 3.862 -2.244 -2.670
H 0.463 -3.362 -3.879
H -0.449 -2.517 -2.617
H 0.532 -3.932 -2.207

=====

[2]
Here is a structure of composition C39H48BIN7O3PdS from the OMol25 dataset. Energies are from wB97M-V/def2-TZVPD.

spin multiplicity = 3
max |F| = 0.853 eV Å⁻¹
highest occupied orbital energy (spin up / spin down) = -3.185 / -5.686 eV
lowest unoccupied orbital energy (spin up / spin down) = 1.883 / -0.586 eV
energy above the lowest of the compared OMol25 structures with the same formula, charge and spin = 0.00 kcal per mole
total charge = -1

Cartesian coordinates (Å):
Pd -0.538 -0.054 -0.635
C 1.152 -2.379 1.490
C 1.808 -1.799 0.293
N 1.447 -0.701 -0.376
C 2.345 -0.576 -1.421
C 3.235 -1.599 -1.364
N 2.883 -2.352 -0.278
H 0.600 -1.612 2.025
H 1.902 -2.810 2.154
H 0.465 -3.174 1.200
H 2.290 0.232 -2.128
H 4.073 -1.860 -1.986
H 3.319 -3.255 -0.026
C -3.404 3.875 -2.308
C -2.796 4.051 -0.917
C -2.996 5.494 -0.442
C -3.349 3.089 0.121
C -4.721 2.888 0.219
C -5.246 2.056 1.193
C -4.400 1.450 2.103
C -3.019 1.636 2.057
C -2.216 1.047 3.208
C -0.816 0.506 2.926
C -2.151 2.078 4.342
C -2.503 2.434 1.034
N -1.098 2.598 0.872
B -0.188 1.835 0.039
N 0.980 2.675 -0.022
C 0.769 3.817 0.755
C -0.464 3.770 1.287
C 2.154 2.563 -0.819
C 2.054 2.794 -2.198
C 3.208 2.693 -2.969
C 4.430 2.399 -2.388
C 4.511 2.194 -1.021
C 3.379 2.261 -0.216
C 3.497 2.002 1.272
C 4.172 0.662 1.565
C 4.251 3.144 1.961
C 0.736 3.130 -2.869
C 0.290 2.005 -3.804
C 0.808 4.467 -3.609
H -2.903 4.540 -3.014
H -4.466 4.129 -2.320
H -3.294 2.853 -2.671
H -1.723 3.872 -1.001
H -4.062 5.728 -0.376
H -2.536 6.196 -1.142
H -2.555 5.654 0.541
H -5.386 3.379 -0.481
H -6.314 1.889 1.248
H -4.814 0.816 2.880
H -2.813 0.203 3.566
H -0.081 1.307 2.835
H -0.771 -0.085 2.010
H -0.512 -0.129 3.762
H -1.564 2.944 4.027
H -1.668 1.648 5.223
H -3.146 2.425 4.624
H 1.525 4.579 0.853
H -0.956 4.488 1.922
H 3.149 2.852 -4.040
H 5.319 2.323 -3.002
H 5.468 1.952 -0.574
H 2.487 1.966 1.684
H 5.196 0.638 1.187
H 3.627 -0.161 1.106
H 4.214 0.490 2.642
H 5.286 3.187 1.614
H 4.264 2.995 3.043
H 3.789 4.111 1.754
H -0.021 3.225 -2.090
H 1.021 1.840 -4.599
H -0.668 2.251 -4.270
H 0.161 1.070 -3.254
H 1.483 4.410 -4.467
H 1.166 5.261 -2.952
H -0.180 4.746 -3.981
I -2.791 0.107 -1.666
O 4.613 -4.604 -0.223
S 4.562 -6.007 0.203
O 5.022 -6.203 1.563
O 5.085 -6.932 -0.782
C 2.775 -6.379 0.281
N 2.411 -7.438 1.008
C 1.096 -7.605 1.132
C 0.160 -6.754 0.585
C 0.637 -5.696 -0.201
N 1.976 -5.545 -0.354
C -0.174 -4.667 -0.789
C 0.353 -3.865 -1.850
C -0.181 -2.651 -2.108
N -1.155 -2.109 -1.288
C -1.864 -2.979 -0.492
C -1.427 -4.245 -0.253
H 0.779 -8.468 1.711
H -0.898 -6.922 0.735
H 1.213 -4.214 -2.405
H 0.220 -2.001 -2.874
H -2.732 -2.569 0.008
H -1.974 -4.860 0.450

=====

[3]
Here is a structure of composition C39H48BrClN2O6P2Y in a non-equilibrium geometry from the OMol25 dataset. Energies are from wB97M-V/def2-TZVPD.

max |F| = 1.096 eV Å⁻¹
highest occupied orbital energy = -4.436 eV
lowest unoccupied orbital energy = 2.172 eV
energy above the lowest of the compared OMol25 structures with the same formula, charge and spin = 23.75 kcal per mole
total charge = -1

Cartesian coordinates (Å):
Y 1.193 0.665 -0.938
C -1.581 4.766 -1.406
C -2.180 3.381 -1.682
C -1.890 2.954 -3.117
P -1.490 2.198 -0.446
C -2.316 2.721 1.147
C -3.666 3.415 0.990
C -2.475 1.523 2.082
C -2.381 0.625 -0.728
C -3.670 0.603 -1.256
C -4.489 -0.516 -1.220
C -5.868 -0.511 -1.820
C -3.986 -1.610 -0.519
C -2.711 -1.630 0.011
C -1.807 -0.557 -0.166
N -0.494 -0.551 0.261
C 0.074 -1.754 0.781
C -0.158 -2.992 0.174
C 0.366 -4.176 0.658
C 1.194 -4.189 1.770
C 1.758 -5.462 2.334
C 1.493 -2.957 2.339
C 0.962 -1.753 1.885
P 1.514 -0.199 2.663
C 0.528 -0.050 4.244
C 0.194 1.418 4.516
C -0.716 -0.939 4.278
C 3.258 -0.490 3.225
C 4.077 0.786 3.029
C 3.475 -1.029 4.639
H -0.529 4.795 -1.687
H -1.640 5.053 -0.354
H -2.106 5.528 -1.987
H -3.264 3.444 -1.552
H -0.832 2.720 -3.257
H -2.146 3.763 -3.808
H -2.475 2.080 -3.402
H -1.609 3.418 1.613
H -4.375 2.767 0.469
H -3.611 4.364 0.457
H -4.086 3.620 1.979
H -3.315 0.903 1.766
H -2.664 1.868 3.101
H -1.590 0.887 2.093
H -4.065 1.515 -1.694
H -5.899 0.073 -2.741
H -6.613 -0.084 -1.142
H -6.197 -1.523 -2.062
H -4.617 -2.482 -0.373
H -2.411 -2.496 0.583
H -0.737 -3.016 -0.741
H 0.151 -5.103 0.135
H 1.603 -6.297 1.650
H 1.286 -5.725 3.285
H 2.830 -5.376 2.519
H 2.194 -2.938 3.166
H 1.186 -0.372 5.053
H -0.393 1.868 3.717
H 1.098 2.022 4.621
H -0.380 1.502 5.443
H -1.305 -0.869 3.361
H -1.361 -0.648 5.112
H -0.452 -1.990 4.399
H 3.644 -1.217 2.506
H 3.748 1.582 3.705
H 5.129 0.573 3.231
H 4.006 1.153 2.006
H 3.325 -0.250 5.392
H 4.509 -1.372 4.732
H 2.826 -1.868 4.898
C -1.956 0.084 -5.617
C -0.911 -0.701 -4.878
C -0.132 -1.676 -5.485
C 0.800 -2.376 -4.742
C 0.937 -2.060 -3.399
Br 2.144 -3.089 -2.384
N 0.241 -1.111 -2.796
C -0.670 -0.468 -3.532
H -2.246 -0.424 -6.536
H -1.591 1.078 -5.885
H -2.850 0.218 -5.007
H -0.256 -1.899 -6.539
H 1.416 -3.146 -5.180
H -1.260 0.272 -3.003
O 7.349 -0.985 -1.358
C 6.150 -0.874 -1.332
C 5.252 -0.941 -0.096
O 5.589 -1.318 1.016
C 3.959 -0.493 -0.560
C 3.909 -0.332 -1.945
O 2.821 -0.032 -2.539
C 5.231 -0.617 -2.536
O 5.547 -0.675 -3.704
O 2.882 -0.295 0.150
O 1.632 2.823 1.873
C 1.351 1.938 1.212
Cl 3.121 2.822 -1.311
C 1.542 2.620 -2.284
H 1.055 3.590 -2.198
H 1.873 2.506 -3.319